No. 1
The following is a DFT calculation (wB97M-V/def2-TZVPD) of a molecular structure, C24H19BrN5O2PdS2.

Calculated values
Kohn-Sham gap (spin up / spin down) (eV): 7.67 / 6.22
Spin multiplicity: 2
ΔE to the lowest compared entry with this formula, charge and spin (eV): 0.0000
HOMO energy (spin up / spin down) (eV): -14.5 / -14.6
<S²>: 0.7856
Net charge: +2
Electronic energy (eV): -131917.7590

Last column: Mulliken charge in e.
CARTESIAN COORDINATES (ANGSTROEM)
Pd -0.28404 -1.54336 0.00602  0.88
C 3.73552 0.41007 7.06013  -1.49
C 3.35672 0.21791 5.62261  0.82
C 2.05766 -0.16434 5.27295  -0.99
C 1.69497 -0.32907 3.95233  0.02
C 2.64919 -0.10368 2.96258  -0.10
C 3.94951 0.27457 3.27765  -0.33
C 4.29130 0.42911 4.60889  -0.88
S 2.20957 -0.26321 1.29488  1.76
O 3.34011 -0.13438 0.42789  -0.67
O 1.43375 -1.52520 1.16239  -0.94
N 1.03386 0.84925 1.02928  0.27
C 1.27809 2.14361 0.87850  0.41
C 2.56491 2.77368 0.90598  -0.25
C 2.63871 4.14196 0.77723  -0.65
C 1.46545 4.86225 0.61419  -0.41
C 0.22906 4.16304 0.57102  -0.31
N 0.12433 2.87151 0.69127  -0.29
H 3.10759 -0.18489 7.72048  0.39
H 3.61372 1.45859 7.34055  0.31
H 4.77676 0.14355 7.23252  0.40
H 1.33041 -0.34426 6.05434  0.42
H 0.69145 -0.63878 3.68795  0.16
H 4.68266 0.41401 2.49434  0.56
H 5.30522 0.70513 4.86819  0.43
H 3.45675 2.17525 1.01631  0.39
H 3.59676 4.64282 0.80011  0.48
H 1.47615 5.93852 0.51286  0.42
H -0.69322 4.71549 0.42970  0.44
S -3.09977 -1.70702 -1.85344  0.00
C -1.85190 -1.63488 -1.03135  0.02
Br -2.92602 2.00438 3.60767  -0.10
C -2.41977 0.24634 3.20466  -0.29
C -2.69308 -0.79951 4.07398  -0.04
C -2.28349 -2.07715 3.72569  -0.76
C -1.62241 -2.27139 2.52959  -0.38
N -1.36990 -1.25145 1.69888  0.14
C -1.75728 -0.00740 2.01712  -0.33
H -3.21557 -0.61595 5.00322  0.50
H -2.47401 -2.92064 4.37360  0.46
H -1.27731 -3.24926 2.22338  0.49
H -1.50615 0.79124 1.33258  0.64
N 4.42401 -2.49772 -5.57145  -0.33
C 3.66364 -2.35745 -4.72381  -0.37
C 2.71218 -2.18168 -3.66218  0.75
C 2.22722 -3.28142 -2.96165  -0.47
C 1.31831 -3.06976 -1.94705  -0.48
N 0.89519 -1.84031 -1.62340  0.00
C 1.35896 -0.77776 -2.29662  -0.31
C 2.26826 -0.90727 -3.32337  -0.47
H 2.55360 -4.28353 -3.19886  0.52
H 0.92037 -3.89252 -1.36971  0.54
H 0.98758 0.19103 -1.99014  0.52
H 2.62793 -0.03396 -3.84738  0.51

Forces on atoms 1 to 3 (eV/Å):
0.046 -0.027 0.040
0.000 0.006 -0.004
-0.001 -0.001 -0.005

No. 2
The following is a DFT calculation (wB97M-V/def2-TZVPD) of a molecular structure, C3H5N3O in a non-equilibrium geometry.

Calculated values
Kohn-Sham gap (spin up / spin down) (eV): 9.21 / 9.21
ΔE to the lowest compared entry with this formula, charge and spin (eV): 6.3792
HOMO energy (spin up / spin down) (eV): -9.9 / -9.9
Electronic energy (eV): -9704.2046

Last column: Mulliken charge in e.
CARTESIAN COORDINATES (ANGSTROEM)
C 1.83748 -0.13902 0.52568  -0.67
N -0.66348 -0.47932 -0.40088  -0.16
N 1.07686 0.00492 -0.70301  -0.46
C -0.98116 0.69643 -0.03918  0.61
C -2.85387 -0.40773 -0.11463  -0.09
O -0.93335 1.69480 0.55301  -0.32
N -3.91912 -0.84922 -0.01552  -0.41
H -0.86626 -0.91247 -1.28854  0.34
H 1.09163 0.98109 -1.01072  0.27
H 1.72808 -1.15731 0.89825  0.28
H 2.89424 -0.00125 0.27029  0.31
H 1.58893 0.56908 1.32525  0.30

Forces on atoms 1 to 3 (eV/Å):
-0.120 -0.133 0.228
6.026 1.219 -0.650
-1.023 -1.326 -0.129